ORCA calculation (ωB97M-V/def2-TZVPD) on one molecule with the formula C6H7P in a non-equilibrium geometry.

Computed properties:
2S+1: 1
Total charge: 0
Highest occupied orbital energy: -9.37 eV
Molecular weight: 110.10 g/mol
Gap between HOMO and LUMO: 9.1294 eV
Largest force on an atom: 5.8 eV/Å
Relative energy (zero: lowest compared OMol25 entry of this formula, charge and spin): 6.031 eV

Geometry as XYZ:
```
14
Properties=species:S:1:pos:R:3:forces:R:3
C 0.61773 1.57188 2.12602 -0.43 0.45 0.57
C 1.19815 0.94378 1.18671 0.51 -1.46 -2.69
C -1.46543 -0.21238 0.36169 0.26 1.51 -1.29
C 1.18996 0.30054 -0.15890 -1.86 0.76 -0.58
C -2.30705 -1.20431 0.15289 -1.91 -0.81 2.14
C 2.08940 -0.39258 -0.83549 4.25 0.49 3.92
P -0.36260 0.29035 -1.08832 -1.35 0.29 0.34
H -1.48381 0.44322 1.25323 -0.15 -0.70 -0.43
H 2.12213 0.72733 1.67123 1.33 0.09 1.35
H -2.42726 -1.89228 -0.63983 0.77 -0.05 -1.52
H -3.10227 -1.53638 0.87332 1.00 0.80 0.02
H 1.99490 -0.80028 -1.79575 -0.44 -0.43 -1.03
H 3.13785 -0.52305 -0.28758 -2.01 0.05 -1.47
H -0.60852 1.73849 -1.25485 0.01 -1.00 0.67
```
Positions in Å, forces in eV/Å.

Atomic partial charges in e from the Mulliken method, atoms 1 to 5: atom 1 (C): -0.393, atom 2 (C): -0.180, atom 3 (C): -0.006, atom 4 (C): 0.575, atom 5 (C): -0.718


ORCA calculation (ωB97M-V/def2-TZVPD) on C5HF6INO3Yb as an isolated structure in a non-equilibrium geometry.

Computed properties:
2S+1: 1
Total charge: +1
Highest occupied orbital energy: -9.74 eV
Molecular weight: 537.00 g/mol
Gap between HOMO and LUMO: 2.6820 eV
Largest force on an atom: 5.5 eV/Å

Geometry as XYZ:
```
18
Properties=species:S:1:pos:R:3:forces:R:3
O 1.54728 -1.47362 1.46332 0.12 0.01 1.08
C 1.64868 -1.01569 0.38992 -0.66 0.03 0.22
O 2.25846 -1.54046 -0.64164 0.65 -0.36 -1.11
C 1.14145 0.41863 0.13524 -0.96 -2.29 1.19
F 2.13780 1.32384 0.54879 0.46 -0.35 -0.26
F 1.05897 0.59446 -1.28931 -1.11 -2.63 0.58
C -0.18380 0.88153 0.76922 -0.24 0.50 -1.28
F -0.35682 0.41453 1.95579 0.11 -0.60 1.16
F 0.01199 2.23957 0.87434 -0.03 1.04 -0.24
C -1.40674 0.61181 -0.12702 0.52 -0.89 0.36
F -2.45512 1.03779 0.51929 -0.93 0.74 0.68
F -1.26058 1.42354 -1.22003 0.29 0.47 -0.73
C -1.53511 -0.89060 -0.56943 0.74 0.53 0.06
O -0.50096 -1.30881 -1.13200 1.36 0.34 -0.57
N -2.63616 -1.47545 -0.40899 -1.50 -1.49 0.37
I -3.06290 -1.85985 1.53503 -0.43 0.21 -0.01
H 1.60045 -1.66325 -1.34953 -0.27 -0.23 -0.19
Yb 1.99313 2.28202 -1.45300 1.87 4.97 -1.32
```
Positions in Å, forces in eV/Å.

Atomic partial charges in e from the Mulliken method, atoms 1 to 5: atom 1 (O): -0.377, atom 2 (C): 0.126, atom 3 (O): -0.515, atom 4 (C): 1.014, atom 5 (F): -0.348


ORCA calculation (ωB97M-V/def2-TZVPD) on C4H6O3V as an isolated structure in a non-equilibrium geometry.

Computed properties:
2S+1: 4
Total charge: +2
Highest occupied orbital energy (spin up / spin down): -20.03 / -21.57 eV
Molecular weight: 153.03 g/mol
Gap between HOMO and LUMO (spin up / spin down): 9.5717 / 11.6995 eV
Largest force on an atom: 2.5 eV/Å
Relative energy (zero: lowest compared OMol25 entry of this formula, charge and spin): 0.000 eV

Geometry as XYZ:
```
14
Properties=species:S:1:pos:R:3:forces:R:3
O 0.17005 -0.37699 0.17302 0.65 -0.32 0.30
C -1.09683 -0.12676 -0.16116 -0.25 2.15 -1.32
C -1.45207 0.28045 -1.53303 -0.13 -0.74 -0.13
H -2.53754 0.33288 -1.63327 0.16 0.08 0.02
H -0.99419 1.25490 -1.75450 -0.09 -0.07 0.15
H -1.03575 -0.44231 -2.24939 -0.13 0.17 0.06
C 1.08834 -0.17920 3.51200 1.44 0.78 0.31
O 2.01973 0.22606 3.98471 -1.22 -0.53 -0.30
V -0.46494 -0.84789 2.06035 -0.21 -0.66 1.19
O -1.81989 -0.07630 0.83855 -0.70 -0.60 0.28
C 1.32591 -0.05138 -0.66723 0.70 -0.35 -0.91
H 1.28912 0.99391 -0.98429 -0.11 -0.18 0.27
H 2.20449 -0.26276 -0.05709 -0.19 0.11 -0.08
H 1.30356 -0.72461 -1.52865 0.08 0.16 0.15
```
Positions in Å, forces in eV/Å.

Atomic partial charges in e from the Mulliken method, atoms 1 to 5: atom 1 (O): -0.443, atom 2 (C): 1.217, atom 3 (C): -1.064, atom 4 (H): 0.329, atom 5 (H): 0.393


ORCA calculation (ωB97M-V/def2-TZVPD) on an isolated ion of composition C4H7NO3 and charge -1 in a non-equilibrium geometry.

Computed properties:
2S+1: 2
Total charge: -1
Highest occupied orbital energy (spin up / spin down): 0.66 / -4.30 eV
Molecular weight: 117.10 g/mol
Gap between HOMO and LUMO (spin up / spin down): 2.5949 / 7.5247 eV
Largest force on an atom: 4.9 eV/Å
Relative energy (zero: lowest compared OMol25 entry of this formula, charge and spin): 0.868 eV

Geometry as XYZ:
```
15
Properties=species:S:1:pos:R:3:forces:R:3
O -0.63369 1.42458 -1.37655 -2.68 0.23 -1.80
C 0.02035 0.90526 -0.48406 1.48 0.54 0.46
N 1.08491 1.60895 -0.07553 2.21 -0.50 2.23
C 2.26600 1.06293 0.68929 -4.03 -1.37 -1.40
O 3.27457 1.71260 0.72657 3.93 2.88 0.37
C -0.14227 -0.52214 -0.00628 -1.08 0.82 -0.96
C -1.59063 -0.96405 -0.09144 0.51 1.77 -3.48
O -1.60082 -2.33962 -0.14362 -0.54 -2.44 0.98
H 1.17343 2.61044 -0.41542 -0.05 -2.08 0.41
H 2.17677 0.11498 1.22506 -0.80 -0.01 -0.13
H 0.14771 -0.65539 0.99013 0.98 -0.10 1.51
H 0.45816 -1.16079 -0.66556 0.13 -0.09 0.11
H -2.24276 -0.49909 0.62089 -0.25 0.05 0.84
H -1.92546 -0.62412 -1.11384 -0.03 0.21 1.00
H -2.46627 -2.67455 0.12035 0.22 0.09 -0.14
```
Positions in Å, forces in eV/Å.

Atomic partial charges in e from the Mulliken method, atoms 1 to 5: atom 1 (O): -0.768, atom 2 (C): 0.277, atom 3 (N): 0.063, atom 4 (C): -0.396, atom 5 (O): -0.676


ORCA calculation (ωB97M-V/def2-TZVPD) on one molecule with the formula C8H16N4O.

Computed properties:
2S+1: 1
Total charge: 0
Highest occupied orbital energy: -8.57 eV
Molecular weight: 184.24 g/mol
Gap between HOMO and LUMO: 9.3828 eV
Largest force on an atom: 0.6 eV/Å
Relative energy (zero: lowest compared OMol25 entry of this formula, charge and spin): 0.000 eV

Geometry as XYZ:
```
29
Properties=species:S:1:pos:R:3:forces:R:3
H -0.59430 1.77708 2.52418 0.08 -0.25 -0.05
N -0.17078 2.10746 1.66041 -0.07 0.31 0.23
C 0.30692 1.20727 0.92064 0.09 -0.29 0.40
C 0.34501 -0.29793 1.10051 -0.45 -0.06 -0.01
C -1.02724 -0.88406 0.73566 0.27 -0.25 0.21
C -1.04676 -2.39898 0.91157 -0.20 0.16 -0.14
C -2.37064 -2.99568 0.45254 0.22 -0.01 0.13
N 1.34175 -0.74850 0.13794 0.53 -0.24 0.20
N 1.16617 0.14854 -0.95577 -0.26 0.39 0.05
C 2.21363 0.03270 -1.93160 0.00 -0.10 -0.09
C 0.98202 1.48369 -0.39246 0.17 0.04 -0.54
C 0.18955 2.41441 -1.32953 0.18 0.04 0.35
N -0.26872 3.50705 -0.69288 -0.18 0.45 0.03
O 0.06739 2.20613 -2.51281 0.00 -0.21 -0.41
H 0.62006 -0.59258 2.11788 0.05 0.06 -0.10
H -1.79522 -0.41988 1.35943 -0.04 0.05 -0.03
H -1.22786 -0.63578 -0.30739 -0.09 0.07 -0.02
H -0.22730 -2.82092 0.32920 0.04 -0.04 0.07
H -0.87769 -2.64719 1.96250 0.08 -0.02 0.04
H -3.19764 -2.58639 1.02952 -0.14 0.01 0.02
H -2.36587 -4.07564 0.57865 -0.09 -0.11 -0.02
H -2.54232 -2.77255 -0.59759 -0.07 0.00 -0.12
H 2.28328 -0.63552 0.54391 -0.21 0.16 -0.10
H 2.24778 -0.99932 -2.27364 0.06 -0.02 -0.05
H 1.96675 0.68287 -2.76697 0.06 0.00 -0.01
H 3.20248 0.31069 -1.52630 -0.01 0.00 0.03
H 1.94551 1.99817 -0.19542 -0.07 -0.12 0.04
H -0.30309 3.49463 0.32112 -0.06 0.04 -0.04
H -0.86282 4.14023 -1.20331 0.08 -0.06 -0.05
```
Positions in Å, forces in eV/Å.

Atomic partial charges in e from the Mulliken method, atoms 1 to 5: atom 1 (H): 0.281, atom 2 (N): -0.748, atom 3 (C): 0.298, atom 4 (C): -0.021, atom 5 (C): -0.854